ORCA calculation (wB97M-V/def2-TZVPD) on a single C4H5NO2 molecule.

Calculated values
HOMO level ... -8.62 eV
Kohn-Sham gap ... 9.5 eV
ΔE to the lowest compared entry with this formula, charge and spin ... 417.9 kJ/mol
Total charge ... 0
Energy ... -9809.9841 eV

Cartesian coordinates (Å):
C  -2.226  0.781  0.356
C  -0.317  -0.053  -0.521
C  0.334  -1.191  -0.569
O  1.642  -1.238  -0.083
C  2.173  -0.018  -0.107
O  3.367  -0.129  0.441
N  -1.038  0.933  -0.476
H  -2.276  1.531  1.145
H  -3.051  0.930  -0.341
H  -2.289  -0.228  0.783
H  -0.043  -2.086  -1.042
H  3.724  0.769  0.413


ORCA calculation (wB97M-V/def2-TZVPD) on a molecular structure, C36H59BN8S4V.

Calculated values
HOMO level (spin up / spin down) ... -16.68 / -16.69 eV
Kohn-Sham gap (spin up / spin down) ... 7.1 / 6.5 eV
ΔE to the lowest compared entry with this formula, charge and spin ... 96.6 kJ/mol
Total charge ... +3
Energy ... -119894.3545 eV

Cartesian coordinates (Å):
V  0.731  -0.534  0.180
C  -1.971  -2.239  4.200
C  -1.252  -0.931  4.254
C  -1.100  -0.197  5.397
C  -0.497  1.079  5.355
N  0.110  1.516  4.263
N  0.047  0.764  3.160
B  0.817  1.185  1.834
N  2.277  1.719  2.152
N  2.465  2.812  2.901
C  3.704  3.242  3.076
C  4.813  2.512  2.590
C  4.632  1.417  1.792
C  5.756  0.643  1.183
C  3.288  1.084  1.553
S  2.924  -0.155  0.397
C  3.918  4.612  3.710
C  3.023  4.801  4.927
C  5.374  4.829  4.138
C  3.560  5.636  2.617
N  0.001  2.317  1.073
N  -0.237  3.358  1.874
C  -0.914  4.385  1.414
C  -1.392  4.395  0.084
C  -1.145  3.344  -0.757
C  -1.616  3.320  -2.175
C  -0.414  2.272  -0.196
S  -0.082  0.913  -1.262
C  -1.192  5.563  2.327
C  -0.673  6.844  1.653
C  -2.714  5.653  2.530
C  -0.497  5.388  3.671
C  -0.675  -0.356  3.111
S  -0.929  -1.080  1.558
C  -0.631  2.012  6.547
C  -1.961  2.762  6.336
C  -0.701  1.243  7.871
C  0.526  2.997  6.596
H  -2.320  -2.519  5.191
H  -1.316  -3.029  3.827
H  -2.837  -2.183  3.538
H  -1.483  -0.575  6.335
H  5.812  2.845  2.826
H  6.711  1.053  1.502
H  5.713  0.682  0.093
H  5.713  -0.407  1.480
H  3.278  4.092  5.717
H  1.982  4.668  4.663
H  3.154  5.809  5.321
H  5.712  4.071  4.847
H  5.444  5.794  4.638
H  6.066  4.866  3.295
H  2.540  5.490  2.256
H  4.242  5.563  1.767
H  3.641  6.645  3.023
H  -1.955  5.248  -0.270
H  -2.152  4.237  -2.408
H  -2.289  2.478  -2.351
H  -0.776  3.231  -2.866
H  -1.181  7.064  0.713
H  0.401  6.788  1.463
H  -0.852  7.690  2.317
H  -3.250  5.834  1.596
H  -2.936  6.487  3.196
H  -3.110  4.744  2.986
H  0.585  5.350  3.545
H  -0.810  4.474  4.171
H  -0.738  6.235  4.314
H  -2.812  2.079  6.371
H  -1.980  3.284  5.378
H  -2.092  3.498  7.131
H  -1.602  0.634  7.966
H  -0.730  1.964  8.687
H  0.176  0.610  8.025
H  0.564  3.579  5.683
H  1.480  2.483  6.727
H  0.389  3.680  7.434
C  -2.263  -5.402  -1.323
C  -2.966  -4.967  -2.605
C  -2.163  -4.029  -3.507
C  -1.957  -2.618  -2.956
N  -1.005  -2.537  -1.833
C  0.311  -2.694  -1.951
S  1.256  -2.729  -0.461
N  0.884  -2.819  -3.123
C  2.313  -3.033  -3.434
C  2.490  -4.325  -4.221
C  2.115  -5.585  -3.446
C  3.011  -5.855  -2.243
H  -2.803  -6.221  -0.850
H  -2.203  -4.605  -0.574
H  -1.247  -5.756  -1.523
H  -3.928  -4.503  -2.369
H  -3.204  -5.855  -3.192
H  -2.681  -3.916  -4.461
H  -1.198  -4.494  -3.743
H  -2.900  -2.220  -2.580
H  -1.614  -1.924  -3.728
H  -1.373  -2.693  -0.909
H  0.264  -2.903  -3.920
H  2.858  -3.058  -2.495
H  2.655  -2.170  -4.007
H  3.537  -4.373  -4.529
H  1.912  -4.258  -5.149
H  2.161  -6.431  -4.132
H  1.066  -5.527  -3.126
H  4.061  -5.885  -2.539
H  2.771  -6.815  -1.787
H  2.907  -5.094  -1.464


ORCA calculation (wB97M-V/def2-TZVPD) on a molecular structure, C51H72GeN2O5S3Si4Sn in a non-equilibrium geometry.

Calculated values
HOMO level (spin up / spin down) ... -1.82 / -1.82 eV
Kohn-Sham gap (spin up / spin down) ... 5.4 / 5.4 eV
ΔE to the lowest compared entry with this formula, charge and spin ... 278.7 kJ/mol
Total charge ... -2
Energy ... -193638.9201 eV

Cartesian coordinates (Å):
Sn  -0.162  0.898  -0.325
O  2.586  -0.368  2.826
C  1.996  0.244  1.946
O  1.642  -0.247  0.818
C  1.748  1.760  2.060
O  2.451  2.414  2.822
O  0.880  2.247  1.270
C  -5.711  1.723  -1.741
C  -5.007  1.805  -2.938
C  -3.668  2.123  -2.947
C  -2.967  2.363  -1.746
C  -3.682  2.225  -0.544
C  -5.030  1.926  -0.547
N  -1.646  2.695  -1.759
C  -1.302  3.745  -2.529
C  0.027  3.970  -2.929
C  0.382  5.075  -3.668
C  -0.554  6.027  -4.042
C  -1.867  5.853  -3.626
C  -2.233  4.747  -2.896
H  -6.777  1.523  -1.750
H  -5.520  1.616  -3.874
H  -3.125  2.201  -3.879
H  -3.145  2.402  0.376
H  -5.562  1.863  0.396
H  0.768  3.245  -2.627
H  1.415  5.217  -3.964
H  -0.268  6.885  -4.638
H  -2.613  6.605  -3.862
H  -3.260  4.640  -2.577
C  1.861  -1.081  -4.162
Si  2.076  0.817  -4.004
C  3.668  1.245  -5.006
C  0.636  1.609  -4.991
Si  2.491  1.412  -1.551
Si  4.552  0.159  -0.958
C  5.198  -0.075  0.835
C  6.037  1.043  -1.850
C  4.722  -1.592  -1.758
Si  3.055  3.724  -0.813
C  4.402  3.730  0.557
C  3.939  4.440  -2.380
C  1.703  4.913  -0.182
H  1.915  -1.413  -5.196
H  0.889  -1.368  -3.779
H  2.610  -1.619  -3.595
H  3.503  1.154  -6.076
H  4.483  0.580  -4.745
H  3.992  2.260  -4.807
H  0.465  1.104  -5.942
H  0.795  2.664  -5.193
H  -0.281  1.534  -4.414
H  5.722  0.806  1.193
H  5.870  -0.927  0.940
H  4.380  -0.233  1.528
H  6.355  1.939  -1.328
H  5.769  1.333  -2.860
H  6.902  0.387  -1.925
H  3.887  -2.219  -1.475
H  5.636  -2.095  -1.447
H  4.745  -1.528  -2.843
H  5.261  3.113  0.311
H  3.968  3.345  1.476
H  4.762  4.738  0.757
H  4.785  3.821  -2.659
H  4.310  5.448  -2.222
H  3.266  4.469  -3.229
H  1.116  4.368  0.550
H  1.027  5.239  -0.964
H  2.116  5.789  0.316
C  0.918  -6.159  -1.857
C  0.994  -4.989  -0.880
C  1.492  -3.717  -1.530
S  1.398  -2.197  -0.407
O  -0.024  -2.207  -0.042
C  2.387  -2.934  0.972
C  1.537  -3.365  2.145
C  2.372  -3.468  3.414
H  0.586  -7.064  -1.348
H  1.900  -6.350  -2.286
H  0.227  -5.942  -2.667
H  1.664  -5.272  -0.065
H  0.007  -4.796  -0.453
H  0.870  -3.461  -2.387
H  2.526  -3.801  -1.861
H  3.027  -2.112  1.279
H  2.998  -3.738  0.566
H  1.033  -4.311  1.939
H  0.767  -2.606  2.288
H  3.228  -4.125  3.263
H  1.781  -3.856  4.240
H  2.725  -2.473  3.670
C  -1.878  0.328  1.091
Ge  -1.691  -0.721  2.749
C  -2.334  -2.644  2.745
C  -2.388  -3.384  1.573
C  -2.970  -4.641  1.542
C  -3.506  -5.185  2.697
C  -3.452  -4.465  3.878
C  -2.878  -3.206  3.895
C  -3.302  -0.013  3.774
C  -4.580  -0.174  3.251
C  -5.699  0.305  3.908
C  -5.564  0.961  5.120
C  -4.299  1.134  5.657
C  -3.188  0.651  4.987
C  -0.309  -0.531  4.153
C  0.113  -1.598  4.931
C  1.024  -1.409  5.955
C  1.548  -0.150  6.192
C  1.141  0.921  5.414
C  0.205  0.730  4.416
H  -2.456  -0.378  0.464
H  -1.942  -2.970  0.679
H  -3.016  -5.199  0.613
H  -3.969  -6.166  2.677
H  -3.877  -4.881  4.786
H  -2.861  -2.644  4.821
H  -4.697  -0.691  2.305
H  -6.682  0.178  3.470
H  -6.438  1.345  5.636
H  -4.175  1.660  6.596
H  -2.206  0.797  5.417
H  -0.272  -2.592  4.728
H  1.336  -2.247  6.572
H  2.279  -0.006  6.980
H  1.569  1.900  5.573
H  -0.120  1.567  3.815
S  -1.542  -0.474  -3.201
C  -2.864  -1.196  -2.594
N  -3.606  -0.741  -1.592
C  -4.856  -1.393  -1.309
C  -4.730  -2.823  -1.819
S  -3.521  -2.742  -3.190
H  -3.443  0.208  -1.248
H  -5.670  -0.860  -1.819
H  -5.040  -1.367  -0.233
H  -5.668  -3.222  -2.201
H  -4.322  -3.489  -1.058


ORCA calculation (wB97M-V/def2-TZVPD) on a molecular structure, C2H3CdO3 in a non-equilibrium geometry.

Calculated values
HOMO level ... -13.94 eV
Kohn-Sham gap ... 8.2 eV
ΔE to the lowest compared entry with this formula, charge and spin ... 25.0 kJ/mol
Total charge ... +1
Energy ... -12818.9940 eV

Cartesian coordinates (Å):
O  -0.012  -0.366  -1.713
C  0.215  0.229  -2.752
H  0.145  -0.302  -3.715
H  0.482  1.299  -2.753
O  0.091  0.757  3.429
C  0.020  0.523  2.244
O  -0.422  -0.853  2.040
Cd  0.010  -0.065  0.223
H  -0.529  -1.221  2.997


ORCA calculation (wB97M-V/def2-TZVPD) on a gas-phase ion, C2H3O2Se (charge -1) in a non-equilibrium geometry.

Calculated values
HOMO level ... -3.16 eV
Kohn-Sham gap ... 6.9 eV
ΔE to the lowest compared entry with this formula, charge and spin ... 125.9 kJ/mol
Total charge ... -1
Energy ... -71564.1426 eV

Cartesian coordinates (Å):
O  0.099  -0.028  2.024
C  -0.543  -0.122  0.953
Se  -2.346  -0.548  0.833
C  0.089  0.015  -0.531
O  1.452  0.372  -1.004
H  -0.436  -0.788  -1.030
H  -0.524  0.936  -0.722
H  2.209  0.163  -0.523


ORCA calculation (wB97M-V/def2-TZVPD) on a molecular structure, C4H4N4 in a non-equilibrium geometry.

Calculated values
HOMO level ... -9.90 eV
Kohn-Sham gap ... 9.7 eV
ΔE to the lowest compared entry with this formula, charge and spin ... 265.8 kJ/mol
Total charge ... 0
Energy ... -10170.0832 eV

Cartesian coordinates (Å):
C  2.114  -0.547  -0.089
C  1.105  1.655  0.003
C  -0.576  -0.639  0.064
C  -1.633  0.416  -0.013
N  2.743  -1.481  0.102
N  1.060  2.832  0.043
N  -0.635  -1.813  0.064
N  1.105  0.321  -0.024
H  -2.520  -0.219  -0.325
H  -1.637  0.912  0.917
H  -1.294  1.014  -0.828
H  0.169  -2.450  0.087